A gas-phase ion, C6H15N2 (charge +2) in a non-equilibrium geometry. Source: the Open Molecules 2025 dataset; level of theory: wB97M-V/def2-TZVPD.

```
23
Properties=species:S:1:pos:R:3:mulliken_charge:R:1
H 1.5530 1.3003 0.4017 0.411
H -0.2052 -2.1064 0.3466 0.336
H -1.3368 0.2532 -2.9007 0.336
H 0.5920 1.5868 -1.3518 0.357
H 2.7122 -1.0248 1.2992 0.327
H 1.3709 -1.5566 -0.7547 0.190
C -1.3126 0.8064 -1.8888 -0.630
H -0.0061 -0.2595 2.4885 0.327
H 0.9255 0.0281 -1.9479 0.447
H -1.9490 0.3305 -0.0164 0.294
H -1.3683 1.9324 -2.0841 0.371
N -0.0270 -0.0303 -0.0182 0.256
H -3.1722 0.3641 -1.0845 0.292
H 1.5599 -2.1693 1.9439 0.388
C 0.1230 0.5597 -1.3677 -0.448
H 1.6475 0.6918 2.9979 0.376
C 0.6750 -1.3067 0.1472 -0.244
C 0.6202 0.8893 0.9863 -0.564
H -0.1481 1.7198 1.2523 0.319
C 0.9465 0.0055 2.1546 -0.603
C 1.4799 -1.1704 1.3689 -0.757
H -2.3840 -0.9339 -1.0640 0.375
N -2.2961 0.0901 -0.9083 -0.155
```

Summary:
- Highest occupied orbital energy (spin up / spin down): -0.698 / -0.696 hartree
- Total charge: +2
- Multiplicity: 2
- Energy relative to the best compared isomer or geometry (same formula, charge and spin): 118.2 kcal/mol
- ⟨S²⟩: 0.754
- DFT total energy: -346.28820 a.u.